Here is a cluster of 6 separate species, C28H43BrFN3O12S in total at a distorted geometry from the Open Molecules 2025 dataset. Energies are from ωB97M-V/def2-TZVPD.

Last column: Mulliken charge in e.
Element x y z (Å)
H (0.74986, -2.35003, 4.61530)  0.300
H (5.46437, -2.62236, 1.16684)  0.361
H (-4.98996, 5.11011, -6.11765)  0.387
H (6.18675, -1.03386, 0.82937)  0.364
H (1.71611, -3.23365, 2.46235)  0.263
H (2.07378, -3.65098, 7.55686)  0.356
C (0.53605, -4.42596, 6.32151)  0.581
H (2.64126, -4.71650, 6.24844)  0.229
H (0.98550, -4.82129, 2.78742)  0.306
C (-6.74067, -1.02314, 1.91553)  -0.691
C (0.37989, -3.26971, 4.15536)  -0.069
H (-5.96629, -2.90306, 3.13254)  0.353
C (5.04163, -2.21738, 4.70163)  0.847
H (5.23405, -0.14464, 2.98721)  0.255
H (-2.28353, 4.53796, -4.00455)  0.344
C (6.96951, 2.48317, 2.25837)  0.808
N (-4.72979, 0.87699, -1.08917)  -0.436
C (-4.35120, 4.23981, -3.64843)  0.772
C (-4.03522, -1.27067, 0.41933)  0.573
H (-7.73266, -0.90580, 2.46201)  0.332
C (-0.75571, -0.40186, 0.90132)  0.555
N (-7.08196, 1.14729, 0.26489)  -0.526
H (-1.74160, -1.53584, -6.36078)  0.307
H (-0.49386, -2.98816, 3.56343)  -0.005
O (4.40783, -1.98852, 3.53746)  -0.314
H (-4.56860, 0.25288, -10.12552)  0.307
H (2.29012, -4.23743, 3.80540)  0.302
C (-5.75606, -2.15248, 2.30032)  -0.366
C (1.40352, -3.92274, 3.25007)  -0.861
C (7.14876, 3.63060, 5.27497)  -0.937
O (7.94184, 2.75296, 3.14887)  -0.368
H (-6.69821, 4.84107, -5.85290)  0.314
S (-6.15412, 1.86198, -1.00084)  0.302
H (8.99592, 4.06651, 4.28818)  0.311
C (-4.35194, -2.28050, 1.54447)  -0.051
O (4.51080, -2.88709, 5.56138)  -0.536
H (6.09758, 3.43681, 5.04932)  0.273
C (5.88265, -1.72055, 1.62232)  -1.079
H (4.95967, 2.67064, 2.93065)  0.254
H (3.98405, -0.79126, 1.94739)  0.358
H (7.52907, 2.74430, 5.78985)  0.285
C (-6.36129, -0.00070, 0.77754)  0.486
H (-2.95544, -0.44715, -9.84482)  0.279
C (-2.64178, -1.91694, -6.85012)  -1.024
H (-2.89127, 2.93065, -4.47228)  0.176
C (-3.11372, 3.99855, -4.46728)  -0.929
H (7.62016, 4.79312, 3.48787)  0.351
H (7.20410, 4.48381, 5.95493)  0.356
C (-3.91178, -0.20305, -9.38064)  -1.147
C (7.95094, 3.89640, 4.01752)  -0.398
H (6.67011, -0.81699, 4.30058)  0.261
H (5.28561, 3.37066, 1.32599)  0.341
H (-5.83031, 3.12503, -7.42373)  0.370
Br (-2.98773, -3.63654, 1.97834)  -0.049
O (7.11239, 1.58849, 1.45397)  -0.561
H (-4.68226, 2.56352, -6.19787)  0.024
H (-4.40658, -1.11595, -9.05753)  0.365
O (-0.00235, -5.09588, 7.17681)  -0.617
C (-2.62527, -1.32221, -0.38547)  0.255
C (-3.81572, -0.99590, -6.58871)  -0.451
C (-3.68374, 0.79198, -8.27685)  0.841
H (-2.35828, 0.61617, 0.27422)  0.306
H (5.77514, 4.24433, 2.75360)  0.362
H (7.14778, -2.50320, 4.61912)  0.269
C (1.93998, -3.92285, 6.50682)  -0.596
C (5.67490, 3.24397, 2.33916)  -1.044
H (-4.74396, -1.35773, -7.03770)  0.365
O (-0.08927, -4.19174, 5.15208)  -0.314
C (6.44586, -1.71009, 4.87956)  -1.070
H (6.58336, -1.43673, 5.92873)  0.333
H (-2.84885, -2.92129, -6.47375)  0.370
H (6.77484, -2.03020, 2.17127)  0.259
N (-1.75042, -0.11090, -0.16985)  -0.215
C (-5.00604, -0.09029, -0.02418)  0.280
C (-5.70868, 4.40573, -5.69196)  -0.588
H (2.16860, -3.03095, 5.93119)  0.137
O (-3.52519, 0.34444, -7.01685)  -0.312
H (-6.40363, 2.37810, -5.91591)  0.284
O (-0.38771, -1.56587, 1.20454)  -0.407
C (-5.65103, 3.04306, -6.34958)  -0.556
H (-3.18165, 4.36369, -5.48930)  0.331
C (4.86419, -1.06753, 2.53365)  -0.353
F (-0.22187, 0.77051, 1.55515)  -0.241
H (-2.41452, -1.98792, -7.91630)  0.287
H (-3.99534, -0.94093, -5.51207)  0.372
O (-4.29069, 4.30750, -2.43940)  -0.576
O (-2.31859, -2.26918, -1.14562)  -0.468
O (-5.54295, 4.29643, -4.26954)  -0.343
O (-3.56930, 1.97490, -8.52592)  -0.558

**DFT total energy**: -5231.7506 a.u.
**Total charge**: 0
**Lowest unoccupied orbital energy**: -1.80 eV
**HOMO-LUMO gap**: 7.39 eV

Here is a cluster of 10 separate species, C28H43Cl8N5O3 in total at a distorted geometry from the Open Molecules 2025 dataset. Energies are from ωB97M-V/def2-TZVPD.

Last column: Mulliken charge in e.
Element x y z (Å)
C (-4.83910, -0.43447, 1.20414)  -0.563
C (3.76738, 2.63344, -1.95046)  -0.856
H (-2.00637, -5.92139, 3.03297)  0.181
H (-3.42852, -1.67372, 0.14345)  0.177
C (6.30631, -2.39496, -1.27916)  0.245
H (3.06687, 1.40528, 0.83051)  0.071
Cl (2.46294, -2.70648, -4.07616)  -0.094
Cl (2.72105, -0.23033, -5.53132)  -0.116
C (-3.16688, 3.27290, 2.33792)  -0.438
C (2.88781, 3.49458, -0.10741)  -0.411
H (-1.20779, 1.85861, -5.41094)  0.482
Cl (7.44322, -2.12883, -2.62268)  -0.124
C (-1.25684, 3.80813, -4.31873)  -0.875
H (4.69462, -2.07377, 2.45172)  0.488
N (-1.79825, -4.95715, 3.20397)  0.030
C (4.26993, -2.11946, 3.44167)  -0.429
H (4.52138, 2.99947, 1.23532)  0.522
C (-1.67924, 4.05334, -2.98391)  -0.512
C (-2.80096, -1.17772, -2.78032)  -0.873
H (-1.04316, 3.43737, 2.84808)  0.441
N (3.37761, -1.21097, 3.91608)  0.166
Cl (7.15665, -2.10685, 0.22572)  -0.106
Cl (4.96200, -1.27233, -1.47896)  0.026
H (-5.54806, -1.25129, 1.35115)  0.350
H (2.63685, -0.76440, 5.88161)  0.377
C (-1.42386, 2.46622, -4.55042)  -0.421
C (-1.69850, 2.88896, 2.16484)  -0.575
O (2.84835, 0.53736, 1.24052)  -0.423
O (-5.18833, 0.42457, 0.13693)  -0.555
H (-2.11374, -2.41032, -4.40361)  0.661
H (-4.19340, -1.18664, -5.77427)  0.411
H (2.95504, -0.46467, 3.38817)  0.146
H (5.57904, 1.87876, -1.06849)  0.511
H (0.63458, 1.37560, 0.12085)  0.162
C (3.99731, -2.46789, 5.63535)  -0.466
H (4.23941, -2.64611, 6.67009)  0.371
H (-5.08196, 0.73341, -3.99348)  0.408
H (-3.28099, 4.35283, 2.44661)  0.346
Cl (0.86738, -0.41136, -3.35015)  0.108
H (0.04074, -0.08696, -0.51331)  -0.062
H (-4.18485, 3.50686, 0.54978)  0.247
N (-1.84406, 1.90195, -3.39228)  0.497
H (0.17666, 0.23754, 1.29387)  0.134
H (-4.83455, 0.07986, 2.17534)  0.238
H (-2.21045, -1.55653, -1.96458)  0.524
C (-2.79603, -1.64785, -4.06879)  -0.352
C (-1.84070, -2.90313, 4.00174)  -0.821
H (2.16678, 4.04905, 0.47508)  0.416
C (4.11231, 2.98623, 0.24075)  -0.727
Cl (5.69372, -4.04639, -1.33919)  -0.108
C (-0.89512, -2.97363, 2.95412)  0.118
H (-1.36548, 3.01853, 1.13396)  0.051
H (-1.14088, 4.57895, -5.06297)  0.446
H (-5.00796, 1.32054, 0.46211)  0.383
H (-4.17720, 0.12034, -1.79943)  0.086
H (-0.16107, -4.77633, 1.84513)  0.402
Cl (0.39276, -1.87060, -5.88045)  -0.105
C (-3.43572, -0.98473, 0.99836)  0.022
C (4.64978, -2.93686, 4.45461)  -0.549
O (-3.93992, 2.83561, 1.18813)  -0.446
N (2.72807, 3.38842, -1.44721)  0.089
H (-3.05261, -1.54058, 1.85455)  -0.016
H (5.30774, -3.78553, 4.38386)  0.398
H (3.77550, 2.35823, -2.99166)  0.479
C (-4.44322, -0.12778, -3.89281)  -0.337
H (-1.50457, 1.84075, 2.41088)  0.110
H (-2.10071, -2.01220, 4.54819)  0.424
H (2.13015, -1.27297, 0.50057)  0.454
C (4.65771, 2.42733, -0.96019)  -0.210
C (1.57763, -1.29757, -4.72653)  0.198
C (-1.92506, 2.83627, -2.40454)  -0.566
H (2.51574, -0.07259, -0.68733)  -0.315
H (-3.13811, -4.55396, 4.79713)  0.412
C (-0.78831, -4.28213, 2.56373)  -0.956
H (-2.17256, 2.60206, -1.38268)  0.532
H (-1.60445, 4.96206, -2.40630)  0.421
H (-0.33658, -2.11774, 2.60931)  0.664
C (3.25127, -1.39821, 5.26444)  -0.508
C (-2.43668, -4.13717, 4.09783)  -0.453
H (-3.54683, 2.72262, 3.19983)  0.229
C (-3.87992, -1.03894, -4.75317)  -0.829
H (1.85546, 3.54589, -1.93258)  0.265
C (0.64696, 0.28897, 0.31392)  -0.374
H (-2.04009, 0.91437, -3.29087)  0.062
C (2.07710, -0.19830, 0.30899)  0.335
H (-2.73087, -0.20650, 0.70448)  -0.032
N (-3.86132, -0.30689, -2.66094)  0.288

**DFT total energy**: -5273.6404 a.u.
**Total charge**: 0
**Lowest unoccupied orbital energy**: 0.19 eV
**HOMO-LUMO gap**: 8.09 eV

Here is a cluster of 8 separate species, C28H43ClN7O4 in total at a distorted geometry from the Open Molecules 2025 dataset. Energies are from ωB97M-V/def2-TZVPD.

Last column: Mulliken charge in e.
Element x y z (Å)
H (1.75263, -4.30330, -4.50883)  0.366
H (1.08605, 6.77784, -3.72869)  0.261
H (2.82314, 6.61877, -3.56113)  0.319
C (1.42538, -3.93991, -5.47177)  -0.558
C (-6.56699, 4.41047, 1.50560)  -0.406
C (-7.47725, -4.29478, -2.25313)  -1.038
H (9.18450, 1.91506, 1.64982)  0.314
H (-7.24517, 4.58887, 4.15019)  0.404
H (-6.95938, 2.66702, 2.59962)  0.314
C (1.22713, -4.69764, -6.59812)  -0.311
C (-7.55659, 3.52329, 2.28619)  -0.516
C (-4.72251, -1.63913, 5.93123)  -0.432
H (3.03528, 9.00302, -4.44287)  0.345
H (1.05474, -1.94025, -5.01604)  0.222
H (-4.81236, -0.07362, 7.29585)  0.227
H (-6.53952, -2.40645, -2.76845)  0.320
C (0.68034, -3.85698, -7.57555)  -0.421
H (-4.92660, -4.25770, -3.49823)  0.325
H (0.29142, 9.15124, -4.30653)  0.307
H (9.95256, -0.39656, 5.32872)  0.320
C (-4.46971, -5.05612, -1.55033)  0.244
H (-8.69947, 3.48720, 3.94908)  0.290
H (-7.09919, -5.04889, -2.94341)  0.289
H (-7.13975, -3.55121, 6.99353)  0.369
H (-8.38260, -3.87331, -2.68994)  0.318
O (-0.18118, 0.97729, -0.58957)  -0.619
H (-3.79192, -1.24636, 5.54894)  0.404
H (1.38409, -5.75754, -6.73372)  0.373
C (-5.45407, 4.97170, 2.36953)  0.219
Cl (0.92602, 0.82675, 0.26499)  1.583
C (1.85208, 7.96581, -2.28017)  0.247
C (-8.05907, 4.25134, 3.50852)  -1.107
H (8.06237, 0.82873, 2.20043)  0.236
C (2.20021, 8.35199, -4.70156)  -0.317
C (0.93155, 9.01850, -5.17872)  -1.103
C (-6.31812, -3.26979, -2.14099)  -0.376
H (0.10768, -1.63039, -7.20309)  0.359
C (7.62378, -7.23830, 0.26097)  -0.387
H (10.44824, 0.29479, 3.08987)  0.322
H (-6.19547, 3.80295, 0.68038)  0.299
H (-8.39560, 3.20202, 1.66898)  0.324
C (2.01031, 7.34335, -3.61018)  -0.531
N (-4.60806, 5.38758, 2.99701)  -0.374
N (-5.26413, -0.89117, 6.91164)  -0.004
H (8.96963, -1.05234, 4.04858)  0.299
H (-6.23213, -2.89080, -1.12262)  0.283
C (-5.44451, -2.82589, 5.73990)  -0.588
C (9.67762, 0.90941, 3.55515)  -0.574
N (6.28166, -5.51017, 0.09211)  -0.020
H (1.10115, 9.95178, -5.71566)  0.319
O (0.90455, 1.86499, 1.29224)  -0.639
H (5.46146, -4.92556, 0.16691)  0.203
C (9.17256, -0.14123, 4.61143)  -1.062
O (1.00107, -0.50802, 0.82433)  -0.659
C (-4.96983, -3.92028, -2.46266)  -0.647
H (-6.91097, -1.24968, 8.28865)  0.351
H (0.44826, -4.10865, -8.59985)  0.372
H (5.44420, -7.35545, 0.86083)  0.354
H (-8.77217, 5.03993, 3.26830)  0.299
H (8.22150, 0.17521, 5.03975)  0.333
C (0.54704, -2.58173, -6.94170)  -0.420
H (-4.19623, -3.15257, -2.47879)  0.337
C (-6.34047, -1.56961, 7.42925)  -0.515
C (8.70695, 1.61960, 2.58403)  -0.383
C (-6.39913, -2.81544, 6.71691)  -0.204
C (8.33725, -6.20657, -0.33318)  -0.380
N (1.69502, 8.49967, -1.24626)  -0.437
H (-7.21626, 5.22574, 1.18641)  0.253
O (2.18808, 0.87617, -0.43762)  -0.668
H (10.23063, 1.67698, 4.09656)  0.344
N (-4.09600, -5.85667, -0.86199)  -0.367
H (8.03172, -8.22261, 0.43740)  0.373
N (1.04756, -2.68564, -5.69755)  0.020
H (9.35164, -6.10147, -0.68868)  0.370
H (2.66820, 7.83471, -5.53912)  0.275
C (7.49878, -5.12206, -0.41160)  -0.329
N (7.21053, 3.51782, 3.67754)  -0.399
H (-7.68504, -4.91321, -1.37994)  0.312
H (0.31287, 8.43216, -5.85809)  0.315
H (7.66226, -4.10006, -0.72011)  0.372
C (6.32821, -6.85449, 0.49481)  -0.555
C (7.85478, 2.66797, 3.22137)  0.251
H (-5.28720, -3.61823, 5.02306)  0.392

**DFT total energy**: -2236.8205 a.u.
**Total charge**: -1
**Lowest unoccupied orbital energy**: 2.11 eV
**HOMO-LUMO gap**: 7.49 eV